C15H44O7 | ωB97M-V with the def2-TZVPD basis set

Calculated values
**Molar mass**: 336.5 g/mol
**DFT total energy**: -1124.343092 a.u.
**E_LUMO**: 0.35 eV
**ΔE to the lowest compared entry with this formula, charge and spin**: 647.03 kJ/mol
**Charge**: 0

```
66
Properties=species:S:1:pos:R:3:mulliken_charge:R:1
C -0.8073 -2.7456 -5.1009 -1.589
C 0.4830 -1.2408 -3.5973 -0.230
H -3.9905 1.6665 2.1464 0.554
H 1.2893 -2.3018 0.8262 0.555
H -1.9879 -4.4546 0.3691 0.312
O 2.3143 2.2293 -3.0564 -0.639
H 2.0541 -0.1428 -0.8563 0.268
H 1.3856 -1.8262 -3.7948 0.447
C 1.3000 -0.3548 3.9187 0.624
H 3.8432 1.3679 -2.0424 0.185
H -4.2250 0.7243 0.0574 0.370
H -1.6242 -2.8174 -5.8411 0.362
H -1.1492 3.0525 -0.9163 0.396
H 2.3828 3.3386 -0.5080 0.390
H -1.5410 0.0451 1.1582 -0.244
C -2.0151 0.9484 1.5246 -0.374
C -4.2049 -0.0199 0.8527 -1.350
H 0.3863 1.7066 0.7682 -0.168
H -5.2461 -0.1595 1.1547 0.418
H 0.0945 -1.5806 -2.6444 -0.119
H -1.9251 1.8285 0.8369 0.259
H 1.7262 1.9721 -2.4012 0.430
H -1.0210 -2.4253 2.1703 -0.003
H -4.3182 0.3811 3.5473 0.388
H 1.6181 1.3737 5.2871 0.406
H 0.8710 0.1404 6.0906 0.451
H -1.6863 0.1456 -4.7844 0.367
C 1.1291 -1.7272 -0.0458 -0.675
C -1.7645 -2.7468 1.4157 -0.152
C 0.7306 2.1686 -0.1272 1.368
C 2.3804 0.0615 2.8926 -1.002
H 0.5610 -2.3895 -0.7138 0.325
O -1.7777 -4.1728 1.2608 -0.575
H 1.4011 -1.4119 4.1182 0.275
H -0.4479 -0.8585 3.8869 0.332
H 2.1194 1.0944 2.6086 -0.035
H 0.5528 -0.8445 0.2481 0.110
H 3.0946 0.3197 -3.1851 0.105
H 0.0186 -3.2026 -5.5461 0.443
H -2.7684 -2.4204 1.7504 0.375
H 0.2150 3.9254 -1.4315 0.385
H 3.3548 0.1500 3.4140 0.458
H 2.4680 0.0490 5.6856 0.492
H -1.6260 -2.2143 0.5097 -0.010
C 3.3876 1.3569 -3.0253 -0.486
H -0.4338 3.9303 0.3148 0.410
O -3.5289 0.1016 3.0561 -0.461
H -3.7357 -0.9511 0.4983 0.220
H -1.5176 1.2860 2.4426 0.162
C 1.5156 0.3376 5.2937 -1.878
C -3.4640 0.7526 1.9921 0.064
H 0.7700 -0.1933 -3.4058 -0.235
H -0.1282 -0.9022 -5.7165 0.354
C -0.1531 3.3632 -0.5938 -1.649
H -0.1779 1.1037 -1.3259 0.166
H 4.2391 1.6973 -3.6630 0.321
H 2.5333 -0.5669 2.0245 0.250
C 2.1125 2.5995 0.2826 -1.860
O -1.6173 -0.7749 -4.5283 -0.569
H -1.1030 -3.4119 -4.2525 0.302
H 2.1180 3.0011 1.2738 0.427
O 0.1050 -0.0982 3.6457 -0.339
O 0.7716 1.2814 -1.0501 0.021
O 2.2835 -1.0889 -0.6844 -0.677
C -0.4978 -1.2889 -4.7715 0.474
H 2.8732 1.8339 0.2865 0.298
```